Density functional theory data (the ωB97M-V functional and the def2-TZVPD basis) for a structure of composition C28H26BF6N5O7PPbS5 in a non-equilibrium geometry.

```
! wB97M-V def2-TZVPD RIJCOSX def2/J DEFGRID3
* xyz 1 1
Pb 0.69 0.43 0.74
C 2.13 2.28 3.91
N 2.61 0.91 3.92
C 3.88 0.52 4.25
C 3.89 -0.83 4.27
N 2.63 -1.27 3.95
B 2.23 -2.74 4.28
N 1.27 -3.41 3.25
C 0.49 -4.46 3.66
C -0.07 -5.03 2.57
N 0.38 -4.34 1.48
C 0.08 -4.67 0.10
C 1.19 -3.35 1.92
S 1.91 -2.21 0.77
C 1.85 -0.20 3.71
S 0.17 -0.22 3.24
H 2.81 2.88 4.50
H 1.15 2.30 4.35
H 2.07 2.68 2.90
H 4.66 1.23 4.46
H 4.68 -1.51 4.50
H 3.24 -3.39 4.29
H 1.66 -2.72 5.34
H 0.40 -4.71 4.70
H -0.74 -5.87 2.49
H -0.24 -5.70 0.04
H 0.98 -4.53 -0.51
H -0.69 -4.01 -0.29
O 1.99 -1.10 -2.34
S 0.71 -1.78 -2.44
O -0.54 -0.62 -2.09
O 0.60 -1.88 -0.09
C 0.38 -1.57 -4.23
C 1.00 -2.39 -5.16
C 0.83 -2.13 -6.51
C 0.05 -1.05 -6.92
C -0.56 -0.24 -5.98
C -0.40 -0.52 -4.63
P -1.12 0.33 -3.23
C -2.89 0.09 -3.31
C -3.49 -0.79 -2.41
C -4.84 -1.07 -2.54
C -5.58 -0.48 -3.56
C -4.97 0.38 -4.46
C -3.62 0.67 -4.34
C -0.38 1.96 -3.20
C -1.11 3.13 -2.99
C -0.46 4.35 -2.91
C 0.92 4.40 -3.07
C 1.65 3.25 -3.32
C 1.00 2.03 -3.39
H 1.61 -3.22 -4.83
H 1.29 -2.77 -7.25
H -0.05 -0.84 -7.97
H -1.16 0.61 -6.31
H -2.90 -1.22 -1.62
H -5.31 -1.74 -1.84
H -6.63 -0.70 -3.65
H -5.54 0.84 -5.26
H -3.14 1.36 -5.04
H -2.85 3.89 -2.73
H -1.02 5.25 -2.72
H 1.42 5.36 -2.99
H 2.72 3.30 -3.46
H 1.57 1.12 -3.57
F -0.08 5.42 3.24
C -0.94 4.54 2.73
F -2.15 5.05 2.73
F -0.92 3.45 3.50
S -0.39 4.12 0.98
O 0.40 2.90 1.10
O 0.31 5.26 0.49
N -1.74 3.90 0.23
S -2.47 2.52 0.18
O -2.46 3.02 -2.86
O -1.68 1.38 -0.30
C -4.43 2.88 0.15
F -4.92 2.12 -0.84
F -4.45 4.13 -0.38
F -2.49 2.14 1.75
*
```

- LUMO energy: -3.0 eV
- Relative energy (zero: lowest compared OMol25 entry of this formula, charge and spin): 1.440 eV
- DFT total energy: -136927.92246 eV
- HOMO energy: -0.39453 Ha
- Max |F|: 2.011 eV Å⁻¹